C35H30As2Br2CrN7O9S2 as an isolated structure. Source: OMol25; level of theory: ωB97M-V with the def2-TZVPD basis set.

As for the net charge: 0. For the total energy, the calculation gives -377491.6370 eV. Its spin multiplicity is 2. The HOMO-LUMO gap (alpha / beta) is 6.697 / 6.975 eV. For the HOMO energy (alpha / beta), the calculation gives -8.19 / -8.25 eV. The LUMO energy (alpha / beta) is -1.5 / -1.3 eV. As for the energy above the lowest of the compared OMol25 structures with the same formula, charge and spin: 0.0 kcal/mol. The expectation value of S² is 0.761.

Each line ends with the Mulliken charge.
Positions of all 88 atoms, in Å:
Cr1 2.4078 1.6035 0.8595  -0.8440
C1 -2.1636 2.7554 3.2435  -0.5671
S1 -0.6665 2.8084 4.2461  -0.0769
C2 0.6021 2.4216 3.1189  0.3989
S2 0.2625 2.2143 1.4245  0.0404
N1 1.7736 2.3623 3.6859  -1.5433
N2 2.7465 2.0451 2.7856  1.3047
C3 3.9581 1.9759 3.2037  -0.7069
C4 4.9459 1.5390 2.2258  0.7989
C5 6.2905 1.3596 2.5237  -0.9539
C6 7.1330 0.8847 1.5349  -0.3262
C7 6.6160 0.5994 0.2801  -0.9888
C8 5.2655 0.8085 0.0545  -0.3470
N3 4.4539 1.2697 1.0015  0.6439
H1 -2.9609 3.0777 3.9098  0.4244
H2 -2.3647 1.7470 2.8917  0.0913
H3 -2.1099 3.4403 2.4041  0.3041
H4 4.2117 2.1957 4.2347  0.4120
H5 6.6550 1.5812 3.5163  0.4890
H6 8.1826 0.7280 1.7430  0.4290
H7 7.2388 0.2147 -0.5139  0.4537
H8 4.8095 0.5951 -0.9047  0.4612
Br1 3.6907 6.1512 -0.8366  -0.1544
C9 3.1096 4.6364 -1.7868  -0.1265
C10 2.9778 4.7141 -3.1871  -0.3097
C11 2.5865 3.6324 -3.9238  -0.1717
Br2 2.4394 3.7876 -5.8032  -0.2193
C12 2.2943 2.3983 -3.2887  0.8831
C13 1.9183 1.1976 -3.9330  -1.1617
C14 1.6683 0.0739 -3.1964  -1.0469
C15 1.7824 0.1274 -1.7950  -0.9693
N4 2.1356 1.2304 -1.1696  1.6494
C16 2.4037 2.3587 -1.8882  -0.4682
C17 2.8309 3.4703 -1.1016  0.5042
O1 2.9637 3.3096 0.1890  -0.1267
H9 3.2025 5.6501 -3.6782  0.4174
H10 1.8379 1.1804 -5.0119  0.3625
H11 1.3954 -0.8609 -3.6626  0.6124
H12 1.5926 -0.7511 -1.1933  0.5717
C18 -3.9009 -4.5787 3.2392  -0.8081
O2 -3.7441 -3.8156 2.0365  -0.2224
C19 -3.1752 -2.6160 2.2082  -0.4430
O3 -2.7436 -2.2155 3.2606  -0.5896
C20 -3.0342 -1.8600 0.9321  0.1846
C21 -4.0613 -1.6725 0.1083  1.0857
As1 -4.1074 -0.9301 -1.7704  0.1855
C22 -5.4120 0.5001 -1.4515  -1.1848
C23 -2.4477 -0.0142 -1.2474  -0.8076
C24 -1.4442 -0.8977 -1.0538  1.5174
As2 -1.1442 -1.1624 0.8637  0.4804
C25 -0.3192 -2.9467 0.9575  -1.4534
C26 -1.0608 -1.9080 -2.0821  0.4682
O4 -0.2483 -2.7770 -1.8852  -0.5368
O5 -1.5790 -1.6483 -3.2941  -0.1852
C27 -1.2144 -2.5658 -4.3321  -0.8355
C28 -2.6500 1.2247 -0.4153  0.5845
O6 -3.1988 1.2775 0.6520  -0.5577
O7 -2.1987 2.3616 -0.9696  -0.4110
C29 -1.4347 2.3464 -2.1738  -0.5597
C30 -5.4500 -2.0891 0.4374  -0.3073
O8 -6.2221 -2.5058 -0.3945  -0.5773
O9 -5.7695 -1.8867 1.7185  -0.1683
C31 -7.0954 -2.2884 2.0824  -0.8337
H13 -4.3653 -5.5110 2.9323  0.2689
H14 -4.5348 -4.0420 3.9443  0.3234
H15 -2.9315 -4.7632 3.6998  0.3156
H16 -6.4054 0.0777 -1.5906  0.4064
H17 -5.2506 1.2741 -2.2033  0.4398
H18 -5.3242 0.9309 -0.4569  0.2860
H19 -0.9525 -3.7120 0.5162  0.4896
H20 -0.1643 -3.1457 2.0180  0.4173
H21 0.6390 -2.9438 0.4438  0.2820
H22 -1.4488 -2.0633 -5.2661  0.2581
H23 -1.8025 -3.4780 -4.2376  0.3012
H24 -0.1566 -2.8167 -4.2726  0.3432
H25 -1.5135 3.3496 -2.5864  0.3645
H26 -1.8098 1.6164 -2.8922  0.3541
H27 -0.3954 2.1261 -1.9375  0.1109
H28 -7.2083 -2.0017 3.1238  0.2622
H29 -7.2070 -3.3657 1.9629  0.3301
H30 -7.8299 -1.7808 1.4590  0.3060
N5 2.2979 -0.3282 1.2112  0.1737
C32 2.8255 -1.3689 1.1234  0.7450
C33 3.4394 -2.5639 0.8725  0.3278
C34 3.3202 -3.0587 -0.4513  0.1105
N6 3.1977 -3.3804 -1.5509  -0.6402
C35 4.2324 -3.2019 1.8565  -0.1873
N7 4.8871 -3.7144 2.6526  -0.5576